DFT (ωB97M-V/def2-TZVPD) results for C25H32FN3O3 as an isolated structure at a distorted geometry.

```
! RIJCOSX wB97M-V def2-TZVPD def2/J DEFGRID3
* xyz 0 1
C -4.45711 -1.97518 -0.56208
H -5.33501 -2.14465 -1.09336
H -3.69520 -1.44944 -1.42661
H -4.04641 -2.97356 -0.38387
C -4.58533 -1.24856 0.43618
N -5.28196 0.13812 0.43408
C -6.73208 0.03805 0.22094
H -6.83409 0.15083 -1.15748
H -7.10118 -0.72775 0.38893
C -7.36397 1.30137 0.64206
H -7.25110 1.61512 1.73318
H -7.22195 2.38178 0.08068
H -8.44943 1.02586 0.39719
C -4.47993 1.21658 -0.44967
H -5.09572 2.03242 -0.67128
C -3.18080 1.46056 0.17093
N -2.03591 0.44515 -0.38400
C -1.26831 -0.11575 0.45581
O -1.18422 0.10113 1.52206
C -0.22787 -0.87838 -0.22760
H -0.25065 -0.72538 -1.51082
C -0.59587 -2.30967 0.06041
C 0.55329 -3.10806 -0.79012
C 1.93639 -2.72991 -0.46662
O 2.91108 -3.36799 -1.13718
N 2.29619 -1.48397 -0.21987
C 3.56185 -1.24524 -0.02361
C 4.51919 -1.02562 -1.08035
C 5.69091 -0.76915 -0.76808
C 6.19655 -0.16788 0.38727
C 5.24432 0.10755 1.29151
C 3.91048 -0.49639 1.04463
H 3.27442 -0.33417 2.00785
H 5.47687 0.32323 2.26104
O 7.42072 0.23204 0.37680
C 7.95390 1.09908 1.59812
H 8.98394 1.15189 1.20896
H 7.84463 0.22804 2.67564
H 7.33939 1.85623 1.80698
H 6.38452 -0.70216 -1.57223
H 4.27657 -1.73471 -1.81492
C 1.03889 -0.51436 0.48221
C 1.42966 0.79133 -0.10440
C 1.94011 0.98611 -1.38529
C 2.17231 2.48987 -1.84921
C 2.23942 3.37143 -0.86193
C 1.69356 3.06598 0.46570
C 1.46935 1.71898 0.81338
H 0.98844 1.73717 1.65849
H 1.33666 4.05178 1.16925
F 2.38347 4.75887 -1.24807
H 2.67111 2.71131 -2.81311
H 2.32577 0.39150 -2.22401
H 1.13994 -0.73586 1.43481
H 0.62482 -4.34481 -0.45411
H 0.41519 -3.06926 -1.71398
H -1.50539 -2.72852 -0.50222
H -0.50282 -2.59307 1.03133
H -1.93152 0.63878 -1.41463
H -2.71685 2.50311 0.03256
H -3.03885 1.36482 1.04754
H -4.35375 0.73124 -1.42691
H -5.15314 -1.57724 1.28785
H -3.76748 -0.94062 1.11326
*
```

As for the energy relative to the best compared isomer or geometry (same formula, charge and spin): 483.4 kcal/mol. For the gap between HOMO and LUMO, the calculation gives 0.297 hartree.



DFT (ωB97M-V/def2-TZVPD) results for the molecule C25H32N4O2.

```
! RIJCOSX wB97M-V def2-TZVPD def2/J DEFGRID3
* xyz 0 1
C 1.36639 4.53940 3.56626
C 1.47491 3.70238 2.32880
C 2.36408 2.63902 2.25321
C 2.44868 1.86584 1.10943
C 1.62520 2.12585 0.02245
C 1.76969 1.30618 -1.22040
O 2.82952 1.25224 -1.82161
N 0.66664 0.64527 -1.63946
C 0.70114 -0.12562 -2.86426
C -0.42993 0.31148 -3.79246
C -1.77341 0.19127 -3.07565
C -1.73936 1.01871 -1.78831
C -3.07693 1.03656 -1.03886
C -3.43972 -0.27114 -0.32728
C -2.70300 -0.36308 0.99842
O -2.62388 0.60927 1.72895
N -2.18051 -1.55822 1.37192
C -2.08808 -2.75710 0.55888
C -0.89490 -3.60359 1.02868
N 0.24077 -2.75953 1.30347
C 1.21549 -2.60275 0.35573
C 2.35075 -1.80793 0.58596
C 3.30540 -1.71907 -0.40299
C 3.13458 -2.42927 -1.58599
C 1.99647 -3.20111 -1.70941
N 1.05651 -3.28529 -0.78123
C 0.03598 -1.78456 2.35694
C -1.46422 -1.62972 2.63000
C -0.57700 0.52258 -0.91910
C 0.74699 3.20335 0.08439
C 0.67637 3.97963 1.22430
H 1.42199 5.59792 3.31808
H 0.40780 4.36187 4.05373
H 2.16034 4.30185 4.26980
H 3.00377 2.41686 3.09586
H 3.15742 1.05398 1.04911
H 0.59280 -1.19034 -2.62326
H 1.67772 0.03314 -3.32443
H -0.41965 -0.30853 -4.68994
H -0.26805 1.34855 -4.09325
H -1.96251 -0.85938 -2.84378
H -2.57780 0.54232 -3.72543
H -1.51979 2.05483 -2.07218
H -3.04590 1.81946 -0.27808
H -3.86400 1.28889 -1.75251
H -3.27586 -1.12836 -0.97314
H -4.50351 -0.24354 -0.07604
H -1.91330 -2.49275 -0.48646
H -3.01594 -3.33998 0.62199
H -1.14538 -4.16601 1.93285
H -0.60940 -4.30082 0.24129
H 2.48195 -1.29614 1.52523
H 4.18340 -1.10706 -0.26076
H 3.86247 -2.37825 -2.37825
H 1.80554 -3.78564 -2.60158
H 0.55114 -2.09150 3.27724
H 0.43456 -0.81533 2.04134
H -1.65089 -0.69936 3.16815
H -1.85043 -2.46507 3.22043
H -0.72075 -0.53912 -0.68548
H -0.53079 1.08125 0.01542
H 0.12765 3.44119 -0.76835
H -0.00923 4.81401 1.26163
*
```

As for the energy relative to the best compared isomer or geometry (same formula, charge and spin): 9.4 kcal/mol. For the gap between HOMO and LUMO, the calculation gives 0.321 hartree.



DFT (ωB97M-V/def2-TZVPD) results for C25H33AsN2PtS as an isolated structure at a distorted geometry.

```
! RIJCOSX wB97M-V def2-TZVPD def2/J DEFGRID3
* xyz 2 1
Pt -0.37655 -0.39826 0.49899
C -1.52102 -0.89470 2.31289
C -1.23517 0.50316 2.59654
C 0.14809 0.64581 2.77598
C 0.74473 -0.64669 2.69934
C -0.26686 -1.59697 2.30669
C -0.11577 -3.08456 2.39976
C 2.12421 -0.97326 3.09447
C 0.86357 1.89627 3.16729
C -2.22721 1.58282 2.82496
C -2.86214 -1.55017 2.33562
H -1.00163 -3.60096 2.04084
H 0.02747 -3.36614 3.44570
H 0.75565 -3.43657 1.84777
H 2.85445 -0.39918 2.51488
H 2.34196 -2.03257 2.99049
H 2.25251 -0.68332 4.14262
H 1.82302 1.98368 2.65342
H 1.07722 1.88053 4.23944
H 0.26683 2.78213 2.96127
H -2.02683 2.45077 2.19299
H -2.15066 1.91453 3.86354
H -3.24546 1.24793 2.64584
H -3.08142 -1.87516 3.35657
H -2.88968 -2.42781 1.69382
H -3.65180 -0.86838 2.02761
C -0.94728 5.09068 -0.69709
C -0.19591 4.31252 0.17112
C -0.21103 2.93292 0.05414
C -0.98506 2.32793 -0.92625
C -1.74079 3.10607 -1.80135
C -1.71200 4.48333 -1.68592
N -0.96353 0.90769 -1.04103
N -1.42231 0.39701 -2.07223
C -1.46583 -0.98557 -2.05294
C -1.98040 -1.68706 -3.14145
C -2.00113 -3.06830 -3.10997
C -1.51431 -3.74256 -1.99662
C -0.98177 -3.04408 -0.91034
C -0.97368 -1.66662 -0.93072
H -0.93518 6.16866 -0.60704
H 0.41194 4.78715 0.93056
H 0.40575 2.31496 0.69202
H -2.34303 2.61722 -2.55432
H -2.28768 5.08948 -2.37224
H -2.36908 -1.12841 -3.98406
H -2.38442 -3.62470 -3.95384
H -1.55765 -4.82382 -1.96004
H -0.58922 -3.59616 -0.06880
C 4.56881 -0.58423 -2.02945
As 2.66409 -0.39837 -2.09405
C 1.91475 -1.95801 -2.91979
C 2.25738 1.14440 -3.15840
S 2.04274 -0.13526 -0.05699
H 4.94363 -0.64367 -3.05082
H 4.82923 -1.48803 -1.48409
H 4.99482 0.28375 -1.53129
H 2.41912 -2.12126 -3.87175
H 0.84915 -1.80590 -3.08445
H 2.07290 -2.81232 -2.26610
H 2.82378 1.09370 -4.08768
H 2.54447 2.03243 -2.59999
H 1.19121 1.17156 -3.37598
*
```

For the gap between HOMO and LUMO, the calculation gives 0.246 hartree.



DFT (ωB97M-V/def2-TZVPD) results for C25H33BCsF10N9OSSbTe as an isolated structure at a distorted geometry.

```
! RIJCOSX wB97M-V def2-TZVPD def2/J DEFGRID3
* xyz -2 2
Cs 0.40232 -0.28038 -0.71389
N 1.30578 2.18523 3.09508
N 1.29596 2.92879 1.90077
C 0.31496 3.79390 1.60573
N 0.34214 4.24916 0.33692
S -0.86716 4.33649 2.68488
H 2.27520 1.99299 3.32548
H 0.87204 1.28725 2.88439
H 1.88137 2.57778 1.15441
H 1.10188 4.04466 -0.29467
H -0.33816 4.94449 0.09613
C -0.36899 1.20581 -4.22762
N -1.13964 0.65467 -3.12878
C -1.72950 -0.45898 -3.33524
C -2.51865 -1.18982 -2.37156
C -3.12124 -2.43149 -2.60470
C -3.75673 -2.78170 -1.40653
C -3.49316 -1.72806 -0.52326
N -2.74855 -0.76327 -1.09346
C -0.84247 2.59963 -4.57471
C -0.83445 3.05479 -5.88644
C -1.25223 4.34306 -6.19897
C -1.68917 5.19329 -5.19601
C -1.70263 4.74483 -3.87962
C -1.28343 3.46142 -3.57171
H -0.40455 0.56976 -5.12477
H 0.68371 1.27191 -3.92747
H -1.63854 -0.96558 -4.30876
H -3.07542 -2.99707 -3.52473
H -4.31788 -3.67844 -1.18867
H -3.80213 -1.63673 0.51154
H -0.49752 2.38903 -6.67388
H -1.23887 4.67925 -7.22926
H -2.01902 6.19780 -5.43264
H -2.04297 5.40210 -3.08826
H -1.30032 3.10719 -2.54924
C -3.24809 1.75611 3.57656
N -2.07723 1.03029 3.14250
C -1.73300 0.88575 1.83421
N -2.61990 1.25749 0.88384
O -0.62878 0.40135 1.52125
H -3.26169 1.77160 4.66485
H -4.16014 1.24882 3.25044
H -3.24255 2.78935 3.21873
H -1.28848 0.99331 3.76845
H -3.52035 1.59132 1.17950
H -2.60769 0.68966 0.01148
Te 0.72925 -1.74962 3.37947
C -0.23225 -3.36486 4.31926
C -0.24511 -4.63123 3.73273
C -0.89066 -5.69264 4.35194
C -1.54019 -5.50214 5.56353
C -1.53946 -4.24654 6.15510
C -0.88770 -3.18645 5.53939
H 0.24366 -4.78064 2.77959
H -0.88953 -6.66720 3.87899
H -2.04899 -6.32882 6.04486
H -2.04543 -4.08620 7.09978
H -0.88285 -2.21051 6.00760
C 3.68542 -1.68077 -1.87676
C 2.81945 -2.78770 -1.37948
N 1.89895 -3.42729 -2.07122
C 1.33699 -4.31916 -1.18259
C 1.92295 -4.20088 0.04135
N 2.87930 -3.22692 -0.09766
H 3.23791 -1.22781 -2.75886
H 4.68071 -2.04435 -2.14061
H 3.82156 -0.91280 -1.11366
H 0.52921 -4.97361 -1.46731
H 1.74179 -4.68975 0.98146
H 3.37950 -2.75321 0.65554
F 4.18684 -1.60789 1.65119
B 4.24981 -1.23383 3.03445
F 3.76341 -2.30760 3.80028
F 5.56587 -0.94018 3.37634
F 3.42324 -0.10556 3.21253
F 1.93308 1.61117 -1.18291
Sb 3.34442 2.61371 -2.04356
F 4.60877 1.56028 -1.14103
F 3.26123 1.37173 -3.46006
F 4.68570 3.62394 -2.88381
F 1.96894 3.61849 -2.86046
F 3.24008 3.76801 -0.53769
*
```

As for the energy relative to the best compared isomer or geometry (same formula, charge and spin): 8.3 kcal/mol. As for the expectation value of S²: 0.76. For the gap between HOMO and LUMO (spin up / spin down), the calculation gives 0.243 / 0.216 hartree.



DFT (ωB97M-V/def2-TZVPD) results for a 2-piece molecular cluster, C25H33BF10N3O10S overall at a distorted geometry.

```
! RIJCOSX wB97M-V def2-TZVPD def2/J DEFGRID3
* xyz 1 1
C 2.85229 1.77814 1.98302
C 1.85860 0.58201 1.94784
N 0.83586 0.78003 0.90018
C 0.95082 0.27883 -0.30900
N 2.02509 -0.49845 -0.69554
C 2.11072 -1.88405 -0.16487
C 0.93912 -2.41602 0.67279
C 1.42573 -3.66352 1.35413
F 1.43593 -3.63087 2.71446
C 1.87426 -4.79055 0.72141
F 3.12979 -5.19351 0.75149
F 1.13569 -5.60860 0.01584
C 3.33357 0.18947 -0.82685
C 3.97151 -0.11558 -2.18749
C 5.49644 -0.18857 -2.11914
C 6.01212 -0.21957 -3.57174
C 6.09198 1.06992 -1.44200
N -0.08426 0.58325 -1.19463
C -0.95110 -0.60995 -1.40747
C -2.27451 -0.28020 -2.07573
C -2.95292 -1.56058 -2.51724
O -3.51508 -1.68843 -3.56714
O -2.83830 -2.59211 -1.64724
C 0.44000 1.13357 -2.46482
B 1.09086 2.60816 -2.33568
O 0.29440 3.68105 -2.12789
O 2.44998 2.84736 -2.45419
S -0.60786 1.73568 1.26735
O -1.78056 0.95423 1.09297
O -0.50350 2.95142 0.53970
C -0.56422 2.10555 3.08664
F 0.55763 2.70423 3.47192
F -0.66423 0.91975 3.71098
C -1.80389 2.96553 3.54382
F -2.90205 2.22510 3.50277
F -1.53545 3.22417 4.83528
C -2.02371 4.33576 2.83255
F -0.87296 4.91390 2.53023
F -2.67995 5.11879 3.67635
F -2.78154 4.17408 1.76074
H 2.50575 2.60395 1.36351
H 2.90836 2.15454 3.00073
H 3.85128 1.47392 1.68956
H 2.43536 -0.31718 1.76732
H 1.41200 0.50086 2.93050
H 2.20938 -2.55719 -1.01897
H 3.02689 -2.01654 0.41721
H 0.08278 -2.71220 0.06242
H 0.61761 -1.75709 1.47779
H 3.26960 1.25739 -0.63791
H 4.01737 -0.23315 -0.08164
H 3.67794 0.60869 -2.94491
H 3.58634 -1.09459 -2.48550
H 5.84572 -1.09900 -1.62932
H 5.59419 -1.09000 -4.08088
H 7.09665 -0.21114 -3.61704
H 5.60558 0.65397 -4.08482
H 6.45435 0.87088 -0.43391
H 6.96068 1.39953 -2.00945
H 5.37883 1.89469 -1.44666
H -1.19829 -1.02154 -0.42973
H -0.40582 -1.38737 -1.95317
H -2.93933 0.26058 -1.40193
H -2.18638 0.29860 -2.99103
H -3.06228 -3.38074 -2.16763
H -0.37968 1.23804 -3.17394
H 1.15302 0.45265 -2.94377
H -0.59690 3.42554 -1.86258
H 2.72575 2.94702 -3.37220
C -7.19370 -0.59722 1.93844
C -7.71757 -1.76365 1.53000
C -6.87553 -2.82948 0.87467
O -7.42075 -3.86447 0.55013
C -5.46076 -2.56032 0.66376
C -4.94675 -1.39541 1.07025
C -5.78222 -0.34206 1.74693
O -5.21352 0.67927 2.09496
O -3.66574 -1.05986 0.91907
O -8.99683 -2.06847 1.66892
H -7.78749 0.17230 2.41080
H -4.86713 -3.32197 0.17989
H -3.58393 -0.16687 1.31001
H -9.11113 -2.96431 1.29631
*
```

For the gap between HOMO and LUMO, the calculation gives 0.248 hartree.



DFT (ωB97M-V/def2-TZVPD) results for a 2-piece molecular cluster, C25H33F10N3O4 overall at a distorted geometry.

```
! RIJCOSX wB97M-V def2-TZVPD def2/J DEFGRID3
* xyz 0 1
C -0.97879 -2.10935 4.69900
C -0.60840 -1.99617 3.43513
C 0.50088 -1.10215 2.88719
C 1.94029 -1.49621 3.28911
F 1.90709 -1.64471 4.64161
F 2.79891 -0.49661 3.03469
C 2.60378 -2.80495 2.71724
F 3.31807 -2.51693 1.63751
F 3.44646 -3.26086 3.66378
C 1.67357 -4.00114 2.41342
F 0.73446 -3.68551 1.52944
F 2.39550 -4.98111 1.92172
F 1.09023 -4.40723 3.52508
C 0.31267 0.28024 3.55279
N -0.91243 0.86852 2.92769
C -1.06927 2.34183 3.06585
N 0.02088 3.05717 2.44991
C -1.04092 0.20430 1.55487
C -1.40233 1.09455 0.36718
C -2.91941 1.26175 0.24829
C -3.29957 2.39855 -0.70994
C -4.69835 2.23663 -1.22852
O -4.94083 2.03561 -2.36559
O -5.69304 2.39442 -0.30663
C -6.25486 1.18524 0.21862
C -7.67631 1.45935 0.63688
C 0.13956 -0.75790 1.40226
C 1.27099 -0.30909 0.50821
C 1.76542 -1.19607 -0.44485
C 2.80483 -0.76885 -1.28040
N 3.37857 0.43222 -1.21842
C 2.88244 1.27790 -0.31614
C 1.83787 0.97559 0.55669
H -1.80762 -2.75472 4.94377
H -0.49010 -1.61278 5.52232
H -1.10398 -2.61259 2.69909
H 1.12063 0.97411 3.34354
H 0.22820 0.27695 4.63298
H -1.67422 0.49124 3.49391
H -1.17881 2.57236 4.12593
H -1.99874 2.61660 2.57942
H -0.23811 4.02357 2.29519
H 0.82407 3.08313 3.06765
H -1.92535 -0.41642 1.68915
H -1.05194 0.55358 -0.50904
H -0.90513 2.05714 0.41329
H -3.36835 0.31428 -0.04422
H -3.32722 1.48689 1.23726
H -3.27333 3.32630 -0.14160
H -2.61698 2.43343 -1.54972
H -5.68504 0.88571 1.10214
H -6.20322 0.37251 -0.50319
H -8.20923 1.96309 -0.16333
H -8.19480 0.52670 0.84515
H -7.70894 2.06670 1.53523
H -0.31014 -1.62865 0.93503
H 1.35274 -2.18448 -0.57119
H 3.17398 -1.45686 -2.02899
H 3.32683 2.26327 -0.27385
H 1.46853 1.72015 1.24044
C 4.65557 -0.61764 -4.46209
C 3.22049 -0.10681 -4.57291
O 2.91193 0.56590 -5.75774
C 2.54745 -0.27609 -6.92530
O 1.72071 -1.23490 -6.66639
C 3.82440 -0.79200 -7.65949
F 4.85545 0.10421 -7.66947
F 3.53247 -1.01697 -8.96002
F 4.33696 -1.94785 -7.19532
H 5.35412 0.12405 -4.84911
H 4.90465 -0.81843 -3.41341
H 4.80072 -1.54281 -5.01313
H 3.07963 0.63617 -3.78028
H 2.49911 -0.91437 -4.38123
H 2.20463 0.52733 -7.62410
*
```

For the gap between HOMO and LUMO, the calculation gives 0.120 hartree.



no.,electronic energy (Ha)
1,-1460.956468
2,-1341.409211
3,-3834.678888
4,-3491.191955
5,-3310.473696
6,-2436.144468